DFT (the ωB97M-V functional and the def2-TZVPD basis) results for a 4-piece molecular cluster, C6H20NO3 overall.

Output
Lowest unoccupied orbital energy ... -3.311 eV
Net charge ... +1
E_tot ... -14170.277 eV
ΔE to the lowest compared entry with this formula, charge and spin ... 326.7 kJ/mol
HOMO-LUMO gap ... 10.0 eV
HOMO energy ... -13.32 eV

Atoms and positions in Å:
C: -1.670 -1.279 -0.334
C: -1.662 -0.191 -1.429
C: -0.557 0.924 -1.414
C: 0.399 1.122 -2.383
C: -0.767 1.827 -0.319
C: -1.820 2.807 -0.461
N: -0.094 -1.405 0.067
H: -1.971 -2.219 -0.758
H: -2.080 -1.071 0.688
H: -2.597 0.272 -1.363
H: -1.713 -0.692 -2.380
H: 0.842 2.164 -2.301
H: 0.719 0.708 -3.334
H: -0.819 1.401 0.697
H: 0.237 2.300 -0.206
H: -1.761 3.489 -1.298
H: -2.915 2.505 -0.434
H: -1.820 3.459 0.401
H: 0.440 -2.170 0.050
H: 0.146 -0.730 0.868
H: 0.415 -0.799 -0.675
H: 3.381 0.116 0.259
H: 3.842 0.660 1.516
O: 4.126 0.604 0.590
H: 1.260 -4.183 1.452
H: 0.547 -3.096 2.164
O: 1.230 -3.245 1.438
H: -0.133 0.564 2.839
H: -0.107 -0.940 3.199
O: -0.205 -0.256 2.495



DFT (the ωB97M-V functional and the def2-TZVPD basis) results for a single C18H20FNO3 molecule.

Output
Lowest unoccupied orbital energy ... 0.508 eV
Net charge ... 0
E_tot ... -29340.857 eV
ΔE to the lowest compared entry with this formula, charge and spin ... 0.0 kJ/mol
SMILES ... CCOc1ccc(OCCC(=O)Nc2ccc(F)cc2C)cc1
HOMO-LUMO gap ... 8.4 eV
HOMO energy ... -7.92 eV

Atoms and positions in Å:
C: 3.874 5.784 3.008
C: 3.002 4.580 2.686
O: 3.854 3.466 2.518
C: 3.300 2.250 2.245
C: 1.944 2.004 2.084
C: 1.485 0.723 1.805
C: 2.376 -0.333 1.687
C: 3.741 -0.083 1.847
C: 4.195 1.185 2.122
H: 5.248 1.381 2.249
H: 4.428 -0.910 1.756
O: 2.042 -1.638 1.433
C: 0.698 -1.961 1.177
H: 0.641 -3.047 1.290
H: 0.026 -1.504 1.912
C: 0.253 -1.561 -0.237
C: -1.266 -1.554 -0.338
O: -1.972 -1.244 0.595
N: -1.714 -1.905 -1.575
C: -3.030 -1.993 -2.050
C: -4.124 -1.736 -1.229
C: -5.412 -1.835 -1.719
C: -5.594 -2.195 -3.039
C: -4.522 -2.454 -3.873
C: -3.227 -2.358 -3.392
C: -2.071 -2.644 -4.309
H: -1.478 -3.483 -3.944
H: -2.437 -2.900 -5.299
H: -1.422 -1.772 -4.407
H: -4.708 -2.732 -4.899
F: -6.845 -2.297 -3.537
H: -6.263 -1.638 -1.088
H: -3.957 -1.458 -0.203
H: -1.010 -2.126 -2.264
H: 0.604 -0.543 -0.436
H: 0.706 -2.225 -0.974
H: 0.422 0.580 1.695
H: 1.219 2.797 2.171
H: 2.430 4.762 1.765
H: 2.295 4.394 3.507
H: 3.253 6.665 3.143
H: 4.438 5.600 3.918
H: 4.575 5.961 2.197



DFT (the ωB97M-V functional and the def2-TZVPD basis) results for a 2-piece molecular cluster, C5H13N2O overall.

Output
Lowest unoccupied orbital energy ... 4.188 eV
Net charge ... -1
E_tot ... -10422.520 eV
ΔE to the lowest compared entry with this formula, charge and spin ... 113.7 kJ/mol
HOMO-LUMO gap ... 7.1 eV
HOMO energy ... -2.87 eV

Atoms and positions in Å:
C: 1.652 2.341 1.385
C: 0.847 1.479 2.349
C: 1.253 -0.701 1.708
N: 1.509 0.184 2.577
H: 1.140 3.292 1.235
H: 2.660 2.522 1.774
H: 1.733 1.856 0.417
H: -0.132 1.308 1.899
H: 0.775 1.973 3.319
H: 0.560 -0.504 0.847
H: 1.774 -1.652 1.847
C: -1.326 -0.683 -0.895
O: -0.504 0.282 -0.421
C: -0.978 -1.156 -2.313
N: -1.866 -2.252 -2.746
H: -1.327 -1.621 -0.282
H: -2.401 -0.365 -0.925
H: -0.997 -0.299 -3.003
H: 0.056 -1.508 -2.316
H: -2.815 -1.910 -2.789
H: -1.614 -2.585 -3.665



DFT (the ωB97M-V functional and the def2-TZVPD basis) results for a single C4H5NO molecule.

Output
Lowest unoccupied orbital energy ... 0.795 eV
Net charge ... 0
E_tot ... -7763.274 eV
ΔE to the lowest compared entry with this formula, charge and spin ... 313.9 kJ/mol
SMILES ... CC1=N[C@H]1C=O
HOMO-LUMO gap ... 10.0 eV
HOMO energy ... -9.24 eV

Atoms and positions in Å:
C: -0.030 -0.688 0.162
C: 2.621 -0.083 -0.449
C: 1.359 -0.735 0.574
C: -1.217 0.297 -0.125
N: 0.536 -1.827 0.048
O: 3.528 0.538 -0.045
H: 2.423 -0.337 -1.444
H: 1.647 -0.862 1.712
H: -1.388 0.456 -1.184
H: -1.010 1.319 0.302
H: -2.083 -0.185 0.286



DFT (the ωB97M-V functional and the def2-TZVPD basis) results for a 2-piece molecular cluster, C3H6N2O overall.

Output
Lowest unoccupied orbital energy ... 0.463 eV
Net charge ... 0
E_tot ... -8232.807 eV
ΔE to the lowest compared entry with this formula, charge and spin ... 375.5 kJ/mol
HOMO-LUMO gap ... 9.6 eV
HOMO energy ... -9.16 eV

Atoms and positions in Å:
N: 0.016 0.482 1.963
C: 1.149 0.424 1.292
C: -0.074 -0.908 -1.168
O: -1.330 -0.865 -0.536
C: 0.099 0.193 -2.142
N: 0.229 1.089 -2.860
H: -0.321 -0.356 2.426
H: -0.540 1.318 2.155
H: 1.332 1.449 0.916
H: 0.753 -0.841 -0.440
H: 0.000 -1.868 -1.685
H: -1.314 -0.118 0.078



DFT (the ωB97M-V functional and the def2-TZVPD basis) results for a 2-piece molecular cluster, C2H8N3 overall.

Output
Lowest unoccupied orbital energy ... -5.680 eV
Net charge ... +1
E_tot ... -6664.386 eV
ΔE to the lowest compared entry with this formula, charge and spin ... 409.4 kJ/mol
HOMO-LUMO gap ... 9.6 eV
HOMO energy ... -15.29 eV

Atoms and positions in Å:
C: -0.600 0.144 0.060
C: -1.800 -0.781 -0.242
N: 0.182 -0.437 -0.692
N: -0.547 1.207 0.822
N: 2.329 0.001 -0.297
H: -2.693 -0.108 -0.385
H: -1.928 -1.578 0.514
H: -1.769 -1.231 -1.316
H: -1.318 1.337 1.392
H: 0.405 1.534 0.996
H: 2.511 -1.011 -0.105
H: 2.828 0.199 -1.136
H: 2.401 0.725 0.387



DFT (the ωB97M-V functional and the def2-TZVPD basis) results for an isolated ion of composition C8H11N3 and charge +2.

Output
Lowest unoccupied orbital energy (spin up / spin down) ... -9.126 / -12.151 eV
Multiplicity ... 3
Net charge ... +2
E_tot ... -12918.438 eV
ΔE to the lowest compared entry with this formula, charge and spin ... 597.4 kJ/mol
HOMO-LUMO gap (spin up / spin down) ... 6.4 / 7.2 eV
HOMO energy (spin up / spin down) ... -15.56 / -19.35 eV

Atoms and positions in Å:
C: -2.827 -1.039 -0.002
C: -3.034 0.389 -0.002
C: -1.754 -1.752 0.007
C: -2.056 1.312 0.006
C: -0.105 -0.131 0.021
C: 1.358 1.578 -0.025
C: 1.966 -0.429 1.231
C: 1.944 -0.479 -1.218
N: 0.208 2.077 -0.016
N: -0.702 1.025 0.009
N: 1.313 0.100 0.001
H: -3.742 -1.654 -0.011
H: -4.059 0.737 -0.013
H: -1.232 -2.682 0.006
H: -2.268 2.374 0.004
H: 2.280 2.134 -0.043
H: 1.714 -1.483 1.353
H: 3.050 -0.332 1.142
H: 1.631 0.122 2.111
H: 1.969 -1.563 -1.139
H: 1.384 -0.196 -2.110
H: 2.964 -0.108 -1.312